The following is a DFT calculation (the ωB97M-V functional and the def2-TZVPD basis) of 2 unconnected molecules or ions with the total composition C5H13N2 at a distorted geometry.

Each line ends with the Löwdin charge.
Positions of all 20 atoms, in Å:
C1 -0.8696 -0.0636 -1.0836  0.289
N1 -3.9682 0.0320 0.4001  0.044
C2 0.1949 -0.7516 -0.4632  -0.342
N2 0.2322 -0.1376 0.9302  0.113
C3 1.3229 0.8580 0.9297  -0.169
C4 2.3946 0.1449 0.1242  -0.142
C5 1.6096 -0.4032 -1.0801  -0.077
H1 -1.7568 -0.6240 -1.3698  0.118
H2 -0.6796 0.9217 -1.5051  0.132
H3 -3.0404 0.0259 0.0046  -0.063
H4 -3.9262 0.2787 1.3813  0.023
H5 0.0655 -1.8244 -0.3946  0.156
H6 -0.6707 0.3137 1.1088  0.121
H7 -4.5496 0.6924 -0.0998  0.027
H8 1.0448 1.8108 0.4704  0.133
H9 1.6000 1.0539 1.9660  0.139
H10 2.7866 -0.6788 0.7094  0.125
H11 3.2063 0.8009 -0.1817  0.130
H12 2.0966 -1.2546 -1.5405  0.127
H13 1.4333 0.4040 -1.7947  0.116

Atoms 1-6, force components in eV/Å:
0.6 -0.5 -0.8
-0.1 -0.2 0.0
1.3 -1.3 0.0
-0.9 1.3 -1.5
0.4 -0.2 0.0
-0.3 0.1 -0.1

energy above the lowest of the compared OMol25 structures with the same formula, charge and spin = 108.0 kcal per mole
total charge = +1
HOMO = -13.6 eV
largest force on an atom = 2.2 eV/Å
E = -307.44945 Eh

The following is a DFT calculation (the ωB97M-V functional and the def2-TZVPD basis) of 4 unconnected molecules or ions with the total composition C3H15NO3 at a distorted geometry.

Each line ends with the Löwdin charge.
Positions of all 22 atoms, in Å:
C1 0.9145 1.9299 -0.0396  -0.266
C2 1.1241 1.3692 1.3629  -0.269
C3 -0.1602 1.0722 2.0861  -0.118
N1 0.4594 0.8367 -0.9534  -0.012
H1 1.8201 2.2741 -0.5261  0.095
H2 0.1426 2.6990 -0.0424  0.106
H3 1.7894 2.0514 1.8917  0.104
H4 1.7109 0.4611 1.1959  0.087
H5 -1.0101 0.8925 1.4250  0.062
H6 -0.5476 1.9391 2.6384  0.075
H7 -0.0940 0.2668 2.8166  0.066
H8 -0.3342 1.0939 -1.5177  0.047
H9 0.2572 -0.0226 -0.4612  0.037
H10 -0.0122 -1.2965 -2.5531  0.025
H11 -1.3520 -1.6253 -1.8230  -0.012
O1 -0.8247 -1.8154 -2.6111  -0.071
H12 -3.2269 -1.0830 -0.8138  0.059
H13 -2.7589 -0.0823 -1.7312  0.049
O2 -2.6134 -0.3291 -0.8076  -0.066
H14 2.3871 -2.1069 1.7200  0.034
H15 0.8533 -1.9439 1.4666  0.020
O3 1.6588 -2.3623 1.1491  -0.054

Atoms 1-6, force components in eV/Å:
-0.8 -1.2 -0.9
0.9 0.1 -0.9
-1.1 0.7 0.6
0.3 0.1 0.1
0.3 0.6 0.5
0.2 0.4 0.1

energy above the lowest of the compared OMol25 structures with the same formula, charge and spin = 25.4 kcal per mole
SMILES string = CCCN.O.O.O
total charge = 0
HOMO = -9.1 eV
largest force on an atom = 1.7 eV/Å
E = -403.74677 Eh

The following is a DFT calculation (the ωB97M-V functional and the def2-TZVPD basis) of 3 unconnected molecules or ions with the total composition C7H16O2 at a distorted geometry.

Each line ends with the Löwdin charge.
Positions of all 25 atoms, in Å:
C1 -1.2494 2.6752 -1.4061  -0.116
C2 -2.0553 1.4656 -0.9542  -0.263
C3 -1.2303 0.4811 -0.1715  -0.127
C4 -1.3504 0.2591 1.1280  -0.111
C5 -0.5117 -0.7288 1.8515  -0.130
C6 0.7978 -0.6332 2.0553  -0.165
C7 1.6456 -1.6878 2.7335  -0.104
H1 -0.7317 2.4300 -2.3402  0.068
H2 -1.8981 3.5138 -1.6901  0.070
H3 -0.5275 3.0457 -0.6965  0.064
H4 -2.5046 1.0204 -1.8463  0.106
H5 -2.9361 1.7435 -0.3714  0.101
H6 -0.5048 -0.0758 -0.7680  0.092
H7 -2.1302 0.7606 1.7047  0.109
H8 -1.0552 -1.5756 2.2572  0.108
H9 1.3725 0.1974 1.6433  0.100
H10 2.5804 -1.2540 3.0620  0.061
H11 1.8384 -2.5178 2.0663  0.068
H12 1.1277 -2.1261 3.5925  0.074
H13 0.9123 -1.9635 -1.5444  -0.003
H14 0.1200 -2.4233 -2.7555  0.041
O1 0.1500 -2.4970 -1.7917  -0.062
H15 3.2364 0.1754 -2.4982  0.043
H16 2.1365 0.1256 -1.3695  0.039
O2 2.7676 -0.4104 -1.8908  -0.064

Atoms 1-6, force components in eV/Å:
-0.4 0.4 -1.1
-0.4 0.0 0.3
-0.2 0.2 -0.8
0.3 -0.4 0.2
-0.1 0.4 0.1
0.3 -0.4 -0.3

energy above the lowest of the compared OMol25 structures with the same formula, charge and spin = 45.9 kcal per mole
SMILES string = C/C=C/C=C/CC.O.O
total charge = 0
HOMO = -8.9 eV
largest force on an atom = 1.2 eV/Å
E = -426.74278 Eh

The following is a DFT calculation (the ωB97M-V functional and the def2-TZVPD basis) of C3H7NS2 in the gas phase at a distorted geometry.

Each line ends with the Löwdin charge.
Positions of all 13 atoms, in Å:
C1 1.5814 0.5732 0.5356  -0.191
C2 0.1875 1.0177 0.8407  -0.769
C3 -0.7510 -0.1226 -1.3743  -0.121
H1 2.3000 1.2598 1.0050  0.071
H2 1.7604 0.6231 -0.5485  0.063
H3 1.7651 -0.4469 0.8890  0.073
H4 -0.0494 2.0244 0.5135  0.041
H5 -1.8478 -2.4425 0.9140  -0.164
H6 -0.3072 0.8706 -1.3113  0.070
H7 -0.9179 -0.5440 -2.3706  0.090
N1 -1.0375 -0.7016 -0.2803  -0.703
S1 -0.9469 0.1504 1.5914  0.795
S2 -1.7368 -2.2616 -0.4044  0.744

Atoms 1-6, force components in eV/Å:
0.2 0.1 0.2
0.6 1.6 1.9
0.0 0.0 0.2
0.0 -0.2 -0.1
0.1 -0.1 0.2
0.0 0.2 -0.1

energy above the lowest of the compared OMol25 structures with the same formula, charge and spin = 89.8 kcal per mole
total charge = 0
HOMO = -7.6 eV
largest force on an atom = 5.0 eV/Å
E = -969.49428 Eh

The following is a DFT calculation (the ωB97M-V functional and the def2-TZVPD basis) of 2 unconnected molecules or ions with the total composition C4H14N4 at a distorted geometry.

Each line ends with the Löwdin charge.
Positions of all 22 atoms, in Å:
C1 0.8831 -0.9255 0.8944  -0.528
C2 -1.2418 -0.1351 1.8545  -0.131
N1 -0.3231 -0.1097 0.7295  -0.127
N2 1.5212 -1.2201 -0.3710  0.045
N3 1.7993 -0.2670 1.8131  0.047
H1 -0.0508 0.8487 0.5149  0.082
H2 0.5751 -1.8715 1.3552  0.138
H3 1.5971 -0.3674 -0.9286  0.021
H4 0.9458 -1.8540 -0.9132  0.057
H5 2.1934 0.5510 1.3550  0.066
H6 2.5755 -0.8880 2.0135  0.067
H7 -1.6670 -1.1358 1.9406  0.076
H8 -0.7552 0.1146 2.8029  0.068
H9 -2.0362 0.5905 1.6808  0.070
C3 -1.4679 0.0465 -1.6790  -0.067
C4 -0.4484 1.4022 -1.7791  -0.223
N4 0.7933 1.2912 -1.9424  0.050
H10 1.2926 2.1594 -2.1364  0.058
H11 -1.0157 2.3385 -1.9330  0.100
H12 -1.8783 0.0820 -2.6845  0.044
H13 -1.0732 -0.9641 -1.6452  0.044
H14 -2.2189 0.3135 -0.9418  0.044

Atoms 1-6, force components in eV/Å:
-0.3 0.4 0.1
0.5 0.1 0.1
0.3 -0.2 0.4
0.2 -0.2 -0.1
0.1 0.0 0.2
0.0 -0.3 0.2

energy above the lowest of the compared OMol25 structures with the same formula, charge and spin = 42.6 kcal per mole
SMILES string = [H]/N=C/C.CNC(N)N
total charge = 0
HOMO = -8.5 eV
largest force on an atom = 3.6 eV/Å
E = -379.76599 Eh

The following is a DFT calculation (the ωB97M-V functional and the def2-TZVPD basis) of 2 unconnected molecules or ions with the total composition CHClFNO2 at a distorted geometry.

Each line ends with the Löwdin charge.
Positions of all 7 atoms, in Å:
C1 0.3402 -0.4331 0.0928  -0.625
N1 -0.5754 0.7560 -0.1647  -0.445
O1 -0.5985 1.5346 0.7313  0.110
O2 -1.0175 0.8832 -1.2533  0.081
F1 0.0214 -0.8735 1.3109  -0.022
Cl1 0.0525 -1.7398 -1.1523  0.631
H1 1.7774 -0.1275 0.4353  0.269

Atoms 1-6, force components in eV/Å:
3.9 -1.4 1.3
2.1 -0.2 -0.3
-0.5 0.9 1.5
-1.1 0.0 -1.6
-0.6 -0.4 0.0
0.6 1.4 1.3

energy above the lowest of the compared OMol25 structures with the same formula, charge and spin = 42.0 kcal per mole
total charge = 0
HOMO = -11.7 eV
largest force on an atom = 4.9 eV/Å
E = -803.81777 Eh

The following is a DFT calculation (the ωB97M-V functional and the def2-TZVPD basis) of C11H7ClFNOS2 in the gas phase at a distorted geometry.

Each line ends with the Löwdin charge.
Positions of all 24 atoms, in Å:
C1 4.8752 -0.9197 -1.2743  -0.412
H1 4.6240 -1.7255 -1.9568  0.028
H2 5.7099 -0.3449 -1.6618  0.035
H3 5.1125 -1.3110 -0.2900  0.027
S1 3.4799 0.2397 -1.1518  0.909
C2 2.2393 -0.7652 -0.5200  -0.916
N1 1.0709 -0.3169 -0.2883  0.020
C3 0.2088 -1.2481 0.2024  -0.277
C4 -1.0887 -1.0378 0.5192  0.031
C5 -1.7617 0.2420 0.4763  -0.163
C6 -1.1563 1.4280 0.9103  -0.218
C7 -1.8015 2.6487 0.8682  -0.003
C8 -3.0963 2.7144 0.3835  -0.068
C9 -3.7425 1.5636 -0.0343  -0.111
C10 -3.0837 0.3478 0.0203  -0.598
Cl1 -3.8996 -1.0677 -0.5316  0.731
H4 -4.7551 1.6035 -0.4027  0.103
H5 -3.6080 3.6627 0.3405  0.109
H6 -1.2856 3.5271 1.2212  0.120
F1 0.0657 1.3828 1.4592  0.083
H7 -1.6768 -1.9029 0.7952  0.110
C11 0.7934 -2.6078 0.3460  -0.628
O1 0.2687 -3.6099 0.7316  0.057
S2 2.5075 -2.5030 -0.1623  1.029

Atoms 1-6, force components in eV/Å:
-0.5 0.1 0.1
0.1 0.0 -0.1
0.0 0.0 0.0
0.1 0.0 0.0
0.5 0.2 -0.2
-0.3 -0.9 0.3

energy above the lowest of the compared OMol25 structures with the same formula, charge and spin = 0.0 kcal per mole
SMILES string = CSC1=N/C(=C\c2c(F)cccc2Cl)C(=O)S1
total charge = 0
HOMO = -8.4 eV
largest force on an atom = 1.4 eV/Å
E = -1909.80075 Eh

The following is a DFT calculation (the ωB97M-V functional and the def2-TZVPD basis) of C10H14Cl2O3S in the gas phase at a distorted geometry.

Each line ends with the Löwdin charge.
Positions of all 30 atoms, in Å:
O1 1.6891 -3.0273 1.4326  0.025
O2 -2.1927 1.0300 -1.5057  -0.294
O3 -1.4056 -1.1049 -1.4705  -0.306
Cl1 -0.3829 -3.7689 2.6596  0.762
Cl2 -0.0636 1.0513 -5.5447  0.631
C1 0.5588 -2.6712 1.7448  -0.782
C2 -1.0097 0.3470 -4.2707  -0.622
C3 -0.0255 -0.5105 2.8011  -0.122
C4 1.6387 0.4945 1.6143  -0.107
C5 -0.5170 1.4812 1.2195  -0.040
C6 -0.0210 -1.2895 1.4932  -0.268
C7 0.4424 0.8586 2.3774  -0.270
C8 0.7882 -0.3529 0.5967  -0.253
C9 -0.1759 0.6187 -2.9915  -0.330
C10 0.0465 0.8069 -0.0676  -0.299
S1 -1.0014 0.3000 -1.4543  0.659
H1 -2.0046 0.7130 -4.0888  0.077
H2 -1.2625 -0.6318 -4.6013  0.067
H3 0.6715 -0.9784 3.4385  0.110
H4 -0.9933 -0.3959 3.2819  0.131
H5 2.4521 -0.1348 2.1020  0.154
H6 2.1867 1.2976 1.0573  0.134
H7 -1.5364 1.2246 1.3939  0.107
H8 -0.4355 2.5792 1.2013  0.124
H9 -1.0436 -1.4586 1.2308  0.132
H10 0.6558 1.4733 3.1735  0.119
H11 1.2684 -1.0714 -0.1395  0.167
H12 0.1581 1.6422 -3.0447  0.083
H13 0.6866 0.0372 -3.1148  0.078
H14 0.8286 1.4409 -0.5245  0.133

Atoms 1-6, force components in eV/Å:
-2.3 1.0 0.4
-2.3 3.8 0.4
2.3 -0.1 0.7
-1.0 -0.3 0.5
0.0 0.7 -1.0
3.7 0.1 -1.4

energy above the lowest of the compared OMol25 structures with the same formula, charge and spin = 41.2 kcal per mole
SMILES string = O=C(Cl)[C@H]1C[C@H]2C[C@@H]1[C@@H](S(=O)(=O)CCCl)C2
total charge = 0
HOMO = -10.5 eV
largest force on an atom = 4.5 eV/Å
E = -1933.66678 Eh